5 unconnected molecules or ions with the total composition C36H65Br2NO13S2 in a non-equilibrium geometry, computed with ωB97M-V/def2-TZVPD.

CARTESIAN COORDINATES (ANGSTROEM)
C: 5.834 1.414 0.220
C: 5.111 1.866 -0.622
C: 4.410 2.603 -1.687
C: 5.313 3.668 -2.362
C: 6.826 3.416 -2.261
Br: 8.007 4.670 -1.414
C: 7.428 2.336 -2.758
C: 8.911 2.073 -2.705
Br: 6.466 0.952 -3.647
O: 5.075 3.676 -3.812
C: 5.577 4.898 -4.210
O: 5.978 5.140 -5.295
O: 5.514 5.769 -3.165
C: 4.751 5.075 -2.109
C: 5.046 5.851 -0.827
C: 4.666 5.199 0.520
C: 3.255 5.518 1.060
S: 2.237 4.007 1.046
C: 0.565 4.608 1.010
S: 0.154 5.966 1.813
N: -0.400 3.889 0.284
C: -0.639 4.491 -1.037
C: -1.732 3.742 -1.775
O: -1.364 2.384 -1.979
C: -1.153 1.781 -0.714
C: -0.052 2.470 0.072
C: 3.251 5.208 -2.467
C: 3.022 6.511 -3.258
C: 1.514 7.093 -3.199
O: 2.849 7.577 -2.469
H: 6.594 1.129 0.906
H: 3.560 3.087 -1.202
H: 4.071 1.879 -2.426
H: 9.315 2.251 -1.713
H: 9.417 2.655 -3.476
H: 9.088 1.024 -2.940
H: 6.084 6.147 -0.755
H: 4.479 6.782 -0.912
H: 5.365 5.604 1.253
H: 4.817 4.118 0.546
H: 3.323 5.883 2.083
H: 2.747 6.285 0.475
H: 0.279 4.346 -1.628
H: -0.896 5.546 -0.969
H: -1.890 4.185 -2.758
H: -2.688 3.767 -1.237
H: -2.102 1.791 -0.160
H: -0.881 0.740 -0.886
H: 0.874 2.393 -0.515
H: 0.072 2.006 1.050
H: 2.872 4.398 -3.090
H: 2.641 5.362 -1.580
H: 3.512 6.608 -4.219
H: 0.891 7.656 -2.498
H: 1.193 6.111 -2.745
C: -5.291 -1.148 0.040
O: -6.258 -1.211 -0.991
C: -7.100 -0.069 -1.042
C: -6.681 0.891 -2.134
O: -5.409 1.461 -1.871
C: -4.357 0.858 -2.608
H: -4.566 -1.942 -0.135
H: -4.768 -0.188 0.048
H: -5.766 -1.311 1.015
H: -7.116 0.442 -0.075
H: -8.114 -0.424 -1.254
H: -7.403 1.712 -2.175
H: -6.685 0.387 -3.106
H: -4.397 1.174 -3.656
H: -4.396 -0.233 -2.553
H: -3.416 1.196 -2.179
C: 7.846 2.610 3.308
O: 6.593 3.114 2.883
C: 5.505 2.662 3.676
C: 5.056 3.713 4.667
O: 6.052 3.978 5.642
C: 6.785 5.163 5.388
H: 8.622 3.175 2.792
H: 7.985 2.723 4.385
H: 7.947 1.551 3.041
H: 5.765 1.734 4.195
H: 4.676 2.446 2.993
H: 4.174 3.342 5.196
H: 4.774 4.633 4.143
H: 6.178 6.046 5.612
H: 7.130 5.211 4.352
H: 7.654 5.160 6.044
C: -7.396 -4.151 2.805
O: -7.954 -4.536 1.563
C: -7.017 -4.514 0.496
C: -6.513 -5.901 0.163
O: -5.748 -6.456 1.223
C: -6.473 -7.387 2.008
H: -8.113 -4.408 3.584
H: -6.457 -4.672 3.006
H: -7.223 -3.069 2.830
H: -6.180 -3.851 0.732
H: -7.532 -4.106 -0.378
H: -5.855 -5.834 -0.709
H: -7.350 -6.558 -0.095
H: -6.601 -8.326 1.461
H: -7.452 -6.999 2.299
H: -5.895 -7.582 2.911
C: -3.661 -13.354 1.381
O: -4.256 -13.457 0.100
C: -5.674 -13.483 0.139
C: -6.272 -12.137 -0.212
O: -5.961 -11.152 0.761
C: -4.905 -10.291 0.372
H: -2.607 -13.122 1.237
H: -4.119 -12.562 1.978
H: -3.740 -14.306 1.918
H: -6.027 -13.809 1.122
H: -6.005 -14.218 -0.601
H: -7.361 -12.234 -0.238
H: -5.936 -11.820 -1.204
H: -5.254 -9.584 -0.389
H: -4.047 -10.848 -0.012
H: -4.591 -9.731 1.251

Output
Structure (SMILES): C#CC[C@@]1(/C(Br)=C(/C)Br)OC(=O)O[C@@]1(CCCSC(=S)N1CCOCC1)C[C@H]1CO1.COCCOC.COCCOC.COCCOC.COCCOC
HOMO level (eV): -8.9
Frontier orbital gap (eV): 8.5